No. 1
The following is a DFT calculation (ωB97M-V/def2-TZVPD) of C2HFeO4 as an isolated structure in a non-equilibrium geometry.

Results
Energy relative to the best compared isomer or geometry (same formula, charge and spin) in eV: 10.717
Molecular weight in g/mol: 144.9
LUMO (alpha / beta) in eV: -0.9 / -1.9
Highest occupied orbital energy (alpha / beta) in Ha: -0.3076 / -0.3327
F_max in Eh/bohr: 0.0462

Geometry as ORCA input:
```
! wB97M-V def2-TZVPD RIJCOSX def2/J DEFGRID3
* xyz 0 6
Fe -0.71 -0.37 3.24
O 0.46 -0.10 0.90
O -0.14 0.77 1.88
O 0.79 -0.29 -2.26
O -0.08 -1.34 -1.80
C 0.79 0.56 -1.36
C -0.05 0.17 -0.29
H -1.06 0.59 -0.31
*
```

***

No. 2
The following is a DFT calculation (ωB97M-V/def2-TZVPD) of an isolated molecule of C2HI2N3 in a non-equilibrium geometry.

Results
Energy relative to the best compared isomer or geometry (same formula, charge and spin) in eV: 0.219
Molecular weight in g/mol: 320.9
LUMO in eV: -1.7
Highest occupied orbital energy in Ha: -0.3505
F_max in Eh/bohr: 0.0955
Structure (SMILES): N#C/N=C(\I)NI

Geometry as ORCA input:
```
! wB97M-V def2-TZVPD RIJCOSX def2/J DEFGRID3
* xyz 0 1
I 2.13 0.36 -1.50
I -1.48 0.13 2.10
N 3.50 2.30 1.74
N 1.41 1.16 1.33
N -0.31 -0.05 0.43
C 2.49 1.78 1.57
C 0.94 0.39 0.37
H -0.87 -0.66 -0.23
*
```

***

No. 3
The following is a DFT calculation (ωB97M-V/def2-TZVPD) of C2HI3O as an isolated structure in a non-equilibrium geometry.

Results
Energy relative to the best compared isomer or geometry (same formula, charge and spin) in eV: 0.000
Molecular weight in g/mol: 421.7
LUMO in eV: -1.2
Highest occupied orbital energy in Ha: -0.3415
F_max in Eh/bohr: 0.0604

Geometry as ORCA input:
```
! wB97M-V def2-TZVPD RIJCOSX def2/J DEFGRID3
* xyz 0 1
I -1.37 -0.93 -1.84
I -1.69 1.84 0.26
I -1.64 -1.76 1.57
O 2.92 1.16 -0.51
C 2.59 0.36 0.22
C -0.92 -0.32 0.17
H 0.11 -0.35 0.12
*
```

***

No. 4
The following is a DFT calculation (ωB97M-V/def2-TZVPD) of C2HI5 as an isolated structure in a non-equilibrium geometry.

Results
Energy relative to the best compared isomer or geometry (same formula, charge and spin) in eV: 3.204
Molecular weight in g/mol: 659.5
LUMO (alpha / beta) in eV: -0.9 / -1.4
Highest occupied orbital energy (alpha / beta) in Ha: -0.3020 / -0.2882
F_max in Eh/bohr: 0.0397

Geometry as ORCA input:
```
! wB97M-V def2-TZVPD RIJCOSX def2/J DEFGRID3
* xyz 0 1
I -2.08 -0.91 1.35
I -1.21 -0.50 -2.38
I 1.27 -1.95 0.61
I 0.61 0.61 2.99
I 1.98 0.94 -1.63
C 0.00 0.76 -1.43
C -0.08 -0.50 1.32
H -0.48 1.55 -0.83
*
```

***

No. 5
The following is a DFT calculation (ωB97M-V/def2-TZVPD) of a 2-piece molecular cluster, C2HIN2O2 overall in a non-equilibrium geometry.

Results
Energy relative to the best compared isomer or geometry (same formula, charge and spin) in eV: 0.929
Molecular weight in g/mol: 211.9
LUMO (alpha / beta) in eV: -1.0 / -1.0
Highest occupied orbital energy (alpha / beta) in Ha: -0.3331 / -0.3330
F_max in Eh/bohr: 0.0678

Geometry as ORCA input:
```
! wB97M-V def2-TZVPD RIJCOSX def2/J DEFGRID3
* xyz 0 1
I 4.07 0.48 -0.09
O 1.93 -2.56 -1.07
O 2.36 -2.62 1.17
N 1.04 0.31 -0.30
N -0.18 0.39 -0.56
C 2.20 -2.41 0.05
C 2.14 -0.18 -0.09
H -0.95 0.38 0.06
*
```

***

No. 6
The following is a DFT calculation (ωB97M-V/def2-TZVPD) of an isolated molecule of C2HIN2OS in a non-equilibrium geometry.

Results
Energy relative to the best compared isomer or geometry (same formula, charge and spin) in eV: 0.220
Molecular weight in g/mol: 228.0
LUMO in eV: -0.1
Highest occupied orbital energy in Ha: -0.3261
F_max in Eh/bohr: 0.1209
Structure (SMILES): O=c1[nH]c(I)ns1

Geometry as ORCA input:
```
! wB97M-V def2-TZVPD RIJCOSX def2/J DEFGRID3
* xyz 0 1
I 1.52 -1.38 -2.17
S -0.99 -0.79 1.49
O -1.14 1.89 1.04
N 0.19 0.54 -0.28
N -0.10 -1.63 0.39
C 0.45 -0.72 -0.50
C -0.68 0.83 0.78
H 0.74 1.24 -0.76
*
```